ORCA calculation (wB97M-V/def2-TZVPD) on a structure of composition C4H6O2.

The geometry in XYZ format:
```
12
Properties=species:S:1:pos:R:3:lowdin_charge:R:1
O -1.800 -0.594 0.447 0.0769
C -0.564 -0.288 0.003 -0.5038
C -0.114 1.131 -0.316 -0.0123
C 1.306 0.645 0.105 -0.4566
O 2.395 1.160 -0.025 0.0429
C 0.759 -0.607 0.569 -0.0384
H -1.755 -1.370 1.022 0.1307
H -0.665 -0.867 -1.315 0.2058
H -0.536 1.772 0.463 0.1350
H -0.304 1.552 -1.306 0.1221
H 0.149 -1.071 -0.800 0.1915
H 1.113 -1.475 1.113 0.1063
```

Values from the calculation:
**HOMO level**: -0.3120 Eh
**Energy above the lowest of the compared OMol25 structures with the same formula, charge and spin**: 127.1 kcal/mol